This record from the Open Molecules 2025 dataset describes a 6-piece molecular cluster, C38H36BFO20 overall. The level of theory is ωB97M-V with the def2-TZVPD basis set.

Values from the calculation:
spin multiplicity = 1
net charge = 0
molecular weight = 842.50 g mol⁻¹
SMILES = O=C1C=C(O)C(=O)C=C1O.O=C1C=C(O)C(=O)C=C1O.O=C1C=C(O)C(=O)C=C1O.O=C1C=C(O)C(=O)C=C1O.O=C1C=C(O)C(=O)C=C1O.C=CB(CCC)CCCF
E_HOMO = -7.78 eV
orbital gap = 0.2254 hartree
LUMO level = -1.650 eV
DFT total energy = -3098.9946 Eh
largest force on an atom = 2.3 eV Å⁻¹

Last column: Löwdin charge in e.
CARTESIAN COORDINATES (ANGSTROEM)
C 0.30527 6.41135 0.54944  0.04
C 0.30864 5.04247 0.44831  -0.09
B 1.42520 4.26523 -0.31072  -0.32
C 1.87904 2.92988 0.41042  -0.12
C 0.69960 1.92916 0.30216  -0.23
C 1.11315 0.52576 -0.22128  -0.08
C 2.00077 4.80085 -1.69103  -0.13
C 3.47019 4.46724 -1.98156  -0.18
C 3.69897 3.00564 -2.40556  -0.21
F 2.51224 2.35390 -2.70105  -0.05
H -0.00277 7.03613 -0.28155  0.07
H 0.57150 6.85165 1.50403  0.06
H -0.43922 4.43809 0.97356  0.09
H 2.01042 3.18433 1.46470  0.10
H 2.81552 2.52601 0.03849  0.07
H -0.02712 2.32247 -0.41157  0.08
H 0.16330 1.86639 1.24261  0.10
H 2.19367 0.44683 -0.14686  0.06
H 0.64786 -0.22715 0.40482  0.06
H 0.78459 0.43849 -1.24745  0.06
H 1.35953 4.51560 -2.52203  0.11
H 1.93258 5.88981 -1.65369  0.09
H 3.77056 5.07127 -2.83964  0.10
H 4.13221 4.74207 -1.16694  0.11
H 4.40073 2.96767 -3.23648  0.11
H 4.17175 2.48325 -1.57619  0.08
C -5.32147 4.66214 1.02271  0.07
C -6.16374 3.71595 1.45830  -0.24
C -5.90135 2.25639 1.21864  -0.31
O -6.69364 1.44424 1.65365  0.11
C -4.70759 1.88728 0.46868  0.08
C -3.86959 2.83485 0.03157  -0.24
C -4.11701 4.29044 0.29440  -0.32
O -3.30599 5.10211 -0.11186  0.10
O -2.77177 2.54749 -0.66097  0.11
O -7.27477 4.00832 2.12628  0.11
H -5.49789 5.71495 1.19140  0.13
H -4.53719 0.83572 0.28598  0.14
H -2.34582 3.40622 -0.85566  0.11
H -7.70609 3.15313 2.33556  0.09
C -0.23525 -5.41416 -2.54672  0.08
C -0.65579 -4.47309 -1.69255  -0.23
C -0.32371 -3.02224 -1.88669  -0.31
O -0.75353 -2.21811 -1.08233  0.11
C 0.50242 -2.65127 -3.02788  0.08
C 0.92564 -3.59267 -3.87971  -0.23
C 0.57021 -5.03856 -3.69883  -0.31
O 0.97336 -5.84231 -4.52062  0.09
O 1.68361 -3.31360 -4.93665  0.12
O -1.39209 -4.75507 -0.62242  0.12
H -0.46903 -6.46248 -2.41891  0.13
H 0.75044 -1.60606 -3.14870  0.13
H 1.84642 -4.16712 -5.38356  0.12
H -1.55935 -3.89914 -0.18106  0.12
C 2.58891 -8.47011 -3.73068  0.08
C 1.77278 -9.43805 -3.30150  -0.23
C 2.07038 -10.88781 -3.53988  -0.31
O 1.29386 -11.71762 -3.10542  0.11
C 3.27562 -11.22922 -4.28457  0.07
C 4.09091 -10.26023 -4.71723  -0.24
C 3.80479 -8.81072 -4.45546  -0.31
O 4.59768 -7.98252 -4.86234  0.11
O 5.20280 -10.51239 -5.40312  0.11
O 0.64619 -9.18337 -2.63513  0.11
H 2.38239 -7.42515 -3.56319  0.11
H 3.47277 -12.27630 -4.46535  0.14
H 5.60386 -9.64099 -5.58955  0.12
H 0.24898 -10.05495 -2.44212  0.12
C -10.20008 3.12662 5.44051  0.08
C -10.69134 3.46409 6.63923  -0.24
C -9.93433 3.19858 7.90800  -0.31
O -10.43185 3.54813 8.96081  0.11
C -8.64317 2.53132 7.81198  0.08
C -8.15445 2.19126 6.61357  -0.23
C -8.90013 2.48105 5.34527  -0.30
O -8.38510 2.15924 4.28972  0.10
O -6.98325 1.57876 6.46515  0.12
O -11.87245 4.05384 6.78785  0.12
H -10.73535 3.31509 4.52072  0.14
H -8.11374 2.32974 8.73223  0.14
H -6.86747 1.44878 5.50334  0.12
H -11.98469 4.18945 7.74936  0.12
C 7.81135 0.32747 1.64922  0.08
C 6.83479 1.16247 1.27475  -0.23
C 7.05290 2.21339 0.22625  -0.31
O 6.11472 2.92618 -0.07867  0.10
C 8.37509 2.32951 -0.36991  0.08
C 9.35287 1.49651 0.00690  -0.24
C 9.12896 0.42804 1.03685  -0.31
O 10.05707 -0.30537 1.31852  0.11
O 10.57928 1.55677 -0.50129  0.12
O 5.61394 1.11687 1.80122  0.12
H 7.66543 -0.43453 2.40147  0.14
H 8.52447 3.10089 -1.11200  0.14
H 11.08614 0.84602 -0.06156  0.12
H 5.10081 1.82155 1.35903  0.11